Below is a single C2H3ClN2O molecule in a non-equilibrium geometry, with properties calculated with ωB97M-V/def2-TZVPD.

The calculation puts the total energy at -722.723329 a.u. The value obtained for the energy relative to the best compared isomer or geometry (same formula, charge and spin) is 6.267 eV. The value obtained for the LUMO energy (alpha / beta) is -0.412 / -0.408 eV. For the HOMO-LUMO gap (alpha / beta), the calculation gives 8.26 / 8.26 eV. The HOMO energy (alpha / beta) comes out at -8.67 / -8.67 eV. As for the spin multiplicity: 1.

XYZ file:
```
9
C2H3ClN2O ωB97M-V/def2-TZVPD
H 1.91 -1.22 -0.11
Cl -2.85 -0.25 -0.18
H -0.64 -1.85 0.04
N -1.30 0.12 0.34
C 1.06 -0.53 0.18
C -0.35 -0.80 0.24
H 0.57 2.36 -0.42
O 1.29 0.69 -0.15
N 0.31 1.48 0.06
```



Below is a single C5H7N4O3P molecule, with properties calculated with ωB97M-V/def2-TZVPD.

The calculation puts the total energy at -980.776850 a.u. The value obtained for the LUMO energy is -1.257 eV. For the HOMO-LUMO gap, the calculation gives 8.68 eV. The structure (SMILES) is O=[PH2]c1nnc(CCC(=O)O)nn1. The HOMO energy comes out at -9.94 eV. As for the spin multiplicity: 1.

XYZ file:
```
20
C5H7N4O3P ωB97M-V/def2-TZVPD
C -1.27 1.45 -1.55
H 0.45 -1.61 2.88
C 1.51 -2.47 1.29
H 0.72 0.62 2.41
C 0.91 0.01 1.53
H -0.45 -1.71 1.38
N -1.76 1.61 -0.32
O 1.23 -3.46 0.67
H -1.45 1.78 -4.01
O -3.67 1.56 -2.98
C 0.12 0.58 0.39
O 2.78 -2.16 1.62
N 0.62 0.44 -0.84
P -2.29 2.08 -2.93
H 3.34 -2.87 1.29
H -2.14 3.47 -2.79
N -0.10 0.89 -1.83
N -1.05 1.16 0.68
H 1.96 0.08 1.28
C 0.52 -1.46 1.80
```



Below is a molecular structure, C16H36B4Br3NO5 in a non-equilibrium geometry, with properties calculated with ωB97M-V/def2-TZVPD.

The calculation puts the total energy at -8883.908919 a.u. The value obtained for the LUMO energy is 0.023 eV. For the HOMO-LUMO gap, the calculation gives 8.99 eV. The HOMO energy comes out at -8.97 eV. As for the spin multiplicity: 1.

XYZ file:
```
65
C16H36B4Br3NO5 ωB97M-V/def2-TZVPD
H 5.66 5.20 -1.66
H -5.04 -2.26 -0.02
H 1.25 5.12 2.65
C 2.40 2.52 -2.16
H 5.14 3.74 3.55
H 0.31 0.50 -1.86
H 2.95 3.43 5.24
C -3.09 -1.98 3.28
H 1.72 2.21 4.89
C -2.12 -3.06 -1.74
Br -6.30 -3.99 2.63
C -5.48 -5.71 2.83
B 2.74 3.76 -1.27
H -2.20 -2.20 1.09
C 0.41 -2.75 -1.80
B 3.42 3.98 2.58
H 0.33 2.77 -1.68
C 1.29 -2.39 -3.01
C 0.92 2.42 -2.53
C -3.48 -2.38 -1.50
H -3.96 -3.64 0.18
B 4.66 4.93 -1.07
O 2.41 3.85 0.07
H 0.96 -2.52 -0.89
H -3.04 -0.76 0.52
H -1.07 -1.36 -0.99
O 4.50 4.42 3.34
Br -4.58 -6.25 1.21
H 3.37 1.96 4.34
H -3.39 -1.31 -1.69
H -6.26 -6.43 3.01
H -1.92 -3.79 -0.95
C 0.45 0.98 -2.82
H -2.80 -3.03 3.23
H -1.10 -1.49 -2.74
C -0.96 -2.06 -1.82
H -4.22 -2.81 -2.17
H 2.22 0.74 -4.08
Br -4.29 -5.78 4.34
H 0.67 3.09 -3.35
O 3.49 4.83 -1.78
H -2.19 -1.37 3.34
H 2.02 -3.19 -3.15
O -3.88 -1.63 2.16
H 2.13 -0.81 -1.82
H 0.89 -0.29 -4.49
H 2.69 1.63 -1.60
C 2.05 -1.06 -2.87
C 2.60 2.72 4.49
H 3.05 -1.21 -3.27
H 0.19 3.79 3.13
H -3.69 -1.82 4.17
H 0.64 -2.37 -3.89
H 1.09 4.69 4.35
O 4.66 4.67 0.28
C 1.14 4.28 3.34
C -4.00 -2.57 -0.07
B 3.49 4.19 0.87
H 3.04 2.56 -3.04
N 2.28 3.36 3.22
C -3.19 -1.76 0.93
C 1.44 0.12 -3.64
H -2.14 -3.61 -2.68
H -0.52 1.00 -3.31
H 0.23 -3.82 -1.83
```



Below is a molecular structure, C24H36FeP2Si in a non-equilibrium geometry, with properties calculated with ωB97M-V/def2-TZVPD.

The calculation puts the total energy at -3171.617891 a.u. The value obtained for the energy relative to the best compared isomer or geometry (same formula, charge and spin) is 1.087 eV. The value obtained for the LUMO energy (alpha / beta) is -1.882 / -3.843 eV. For the HOMO-LUMO gap (alpha / beta), the calculation gives 8.00 / 7.41 eV. The HOMO energy (alpha / beta) comes out at -9.88 / -11.25 eV. Its net charge is +1. As for the spin multiplicity: 6.

XYZ file:
```
64
C24H36FeP2Si ωB97M-V/def2-TZVPD
H 4.06 -2.15 -7.44
C 3.42 -0.48 -6.16
H 2.67 1.03 -4.84
C 2.19 0.52 -0.24
C 0.37 -0.94 3.17
H 4.26 0.14 -6.49
H 2.07 -3.49 -6.76
P -0.60 -0.90 1.62
H -0.94 -3.86 -0.43
H -0.94 -3.12 2.42
C -3.65 1.09 -5.69
H 3.12 -0.02 -0.16
C -1.10 0.38 -6.51
C -1.36 0.34 -5.11
H -2.83 -0.72 2.56
C -1.08 -2.71 1.42
H 1.05 -4.20 -1.94
C -2.68 0.70 -4.74
H 2.08 0.95 -2.40
H -2.17 -2.68 1.21
H -2.61 0.56 1.34
H 0.49 1.29 -3.61
H 0.19 -0.06 3.78
C 1.39 -0.76 -4.83
Si -0.01 -0.06 -3.84
C 1.61 1.03 -1.43
H 3.15 -1.86 0.65
C 1.37 0.93 0.84
C 2.45 -2.70 0.76
H -1.85 0.70 2.95
H -0.14 0.08 -6.93
H -2.39 -0.58 -0.28
H 1.45 -1.05 3.02
H 0.37 -2.66 -5.20
H 1.62 0.85 1.88
C 0.23 1.64 0.34
C 1.44 -3.18 -1.91
H -0.28 2.30 -1.71
C 2.20 -2.50 -6.33
H 0.16 -4.38 0.85
C -3.36 1.15 -7.05
C -2.11 0.01 2.15
H -2.03 -1.61 -1.68
C 0.38 1.73 -1.08
H -4.11 1.52 -7.77
H -1.85 0.83 -8.51
H -4.64 1.41 -5.34
C 3.32 -1.76 -6.72
H -0.55 2.10 0.94
H -3.00 0.66 -3.69
C -2.08 0.77 -7.45
C 1.24 -2.03 -5.42
H 2.94 -3.62 0.40
C -0.28 -3.49 0.37
H -0.32 -0.79 -2.26
Fe 0.25 -0.30 -0.63
P 1.02 -2.42 -0.34
C 2.50 0.03 -5.23
H 1.04 -2.61 -2.75
H -2.17 0.17 -1.88
H 2.19 -2.81 1.82
H 2.53 -3.16 -2.00
C -1.80 -0.64 -1.22
H 0.02 -1.81 3.73
```